(1)
Entry from the OMol25 dataset: a cluster of 8 separate species, C34H72N4O10P in total in a non-equilibrium geometry (wB97M-V/def2-TZVPD).

Element x y z (Å)
C1 3.35 -5.52 4.01
C2 1.78 -5.95 4.20
P1 0.52 -4.60 3.67
C3 -1.05 -5.60 3.17
N1 1.15 -3.63 2.27
C4 0.35 -2.64 1.68
N2 -1.04 -2.50 2.25
C5 -1.23 -1.32 3.15
C6 -0.13 -1.13 4.35
C7 0.32 0.48 4.30
N3 1.50 0.80 5.20
N4 0.96 -1.89 0.53
C8 0.25 -0.60 0.20
C9 0.63 0.07 -1.25
C10 2.17 0.64 -1.36
C11 2.13 2.30 -1.52
O1 3.45 2.93 -1.32
C12 1.04 -2.85 -0.64
C13 2.57 -2.74 -1.30
O2 2.72 -2.40 -2.61
O3 3.72 -2.96 -0.41
H1 3.86 -5.56 5.07
H2 3.36 -4.43 3.56
H3 3.84 -6.32 3.27
H4 1.61 -6.09 5.38
H5 1.53 -7.01 3.73
H6 -1.36 -6.22 4.14
H7 -1.97 -4.88 2.96
H8 -0.89 -6.34 2.28
H9 2.10 -3.84 1.86
H10 -1.79 -2.61 1.53
H11 -1.29 -0.34 2.51
H12 -2.29 -1.45 3.67
H13 -0.68 -1.30 5.39
H14 0.79 -1.84 4.31
H15 -0.62 1.10 4.67
H16 0.55 0.84 3.22
H17 1.99 1.61 4.73
H18 2.13 -0.04 5.15
H19 0.57 0.19 1.02
H20 -0.92 -0.72 0.28
H21 0.35 -0.63 -2.18
H22 -0.07 1.02 -1.37
H23 2.66 0.21 -2.35
H24 2.87 0.34 -0.46
H25 1.35 2.70 -0.71
H26 1.65 2.60 -2.57
H27 4.18 2.23 -1.31
H28 0.19 -2.68 -1.46
H29 0.93 -4.00 -0.33
H30 4.60 -2.79 -0.90
C14 -2.19 1.31 -4.94
C15 -2.20 0.01 -4.17
O4 -2.28 0.00 -2.94
C16 -2.10 -1.26 -4.96
H31 -2.26 2.14 -4.24
H32 -1.25 1.40 -5.50
H33 -3.04 1.34 -5.62
H34 -1.16 -1.28 -5.52
H35 -2.95 -1.34 -5.65
H36 -2.12 -2.12 -4.28
C17 3.36 6.06 -1.33
C18 3.37 6.89 -2.59
O5 2.38 7.55 -2.92
C19 4.62 6.88 -3.43
H37 2.39 6.16 -0.83
H38 3.52 5.01 -1.58
H39 4.15 6.41 -0.66
H40 4.83 5.86 -3.77
H41 5.46 7.26 -2.84
H42 4.48 7.52 -4.30
C20 -4.24 2.15 -1.48
C21 -5.17 2.93 -2.38
O6 -5.02 2.94 -3.60
C22 -6.28 3.70 -1.72
H43 -3.49 1.64 -2.10
H44 -3.73 2.82 -0.79
H45 -4.81 1.39 -0.93
H46 -5.86 4.45 -1.03
H47 -6.94 3.02 -1.18
H48 -6.87 4.22 -2.48
C23 -5.96 -2.79 5.72
C24 -4.83 -1.79 5.69
O7 -4.17 -1.62 4.67
C25 -4.55 -1.02 6.95
H49 -6.05 -3.27 4.74
H50 -5.76 -3.56 6.47
H51 -6.90 -2.28 5.95
H52 -4.29 -1.72 7.76
H53 -5.43 -0.43 7.23
H54 -3.71 -0.34 6.78
C26 0.67 5.53 8.10
C27 -0.25 4.70 7.25
O8 -1.48 4.79 7.36
C28 0.37 3.77 6.25
H55 0.08 6.16 8.77
H56 1.31 4.87 8.70
H57 1.28 6.18 7.46
H58 1.00 3.03 6.76
H59 0.97 4.34 5.53
H60 -0.42 3.24 5.70
C29 1.37 -3.71 -4.80
C30 0.44 -4.54 -5.65
O9 -0.78 -4.45 -5.53
C31 1.07 -5.47 -6.65
H61 0.78 -3.08 -4.12
H62 2.00 -4.36 -4.20
H63 1.98 -3.06 -5.43
H64 1.69 -6.20 -6.13
H65 1.66 -4.90 -7.36
H66 0.28 -6.00 -7.19
C32 2.18 2.69 -6.16
C33 1.26 1.87 -7.01
O10 0.03 1.95 -6.89
C34 1.88 0.93 -8.01
H67 1.59 3.32 -5.48
H68 2.82 2.04 -5.56
H69 2.79 3.34 -6.79
H70 2.51 0.20 -7.49
H71 2.48 1.50 -8.73
H72 1.09 0.40 -8.55

Computed properties:
* HOMO-LUMO gap: 6.64 eV
* charge: +1



(2)
Entry from the OMol25 dataset: a cluster of 8 separate species, C34H74O11 in total in a non-equilibrium geometry (wB97M-V/def2-TZVPD).

Element x y z (Å)
C1 1.17 1.08 1.26
C2 1.74 0.31 0.34
C3 0.99 -0.81 -0.36
O1 1.58 -1.43 -1.22
C4 -0.40 -1.00 0.01
C5 -0.97 -0.26 0.97
C6 -0.20 0.84 1.68
O2 -0.75 1.49 2.55
O3 -2.23 -0.45 1.31
O4 2.96 0.53 -0.12
H1 1.77 1.83 1.75
H2 -0.95 -1.83 -0.41
H3 -2.49 0.01 2.14
H4 3.15 -0.07 -0.88
C7 3.33 -4.72 -2.93
C8 3.08 -4.55 -1.43
O5 2.20 -5.50 -0.92
C9 0.85 -5.13 -1.08
C10 -0.04 -6.26 -0.61
H5 4.10 -4.02 -3.26
H6 3.66 -5.74 -3.15
H7 2.44 -4.48 -3.51
H8 4.06 -4.55 -0.93
H9 2.71 -3.53 -1.25
H10 0.65 -4.20 -0.52
H11 0.63 -4.91 -2.13
H12 0.20 -6.54 0.41
H13 0.13 -7.13 -1.25
H14 -1.08 -5.96 -0.70
C11 -0.19 -1.55 -4.19
C12 -0.35 -2.96 -4.67
O6 -0.99 -2.93 -5.93
C13 -1.35 -4.22 -6.39
C14 -2.32 -4.06 -7.53
H15 0.15 -1.45 -3.16
H16 0.49 -0.96 -4.82
H17 -1.14 -1.01 -4.23
H18 0.63 -3.44 -4.76
H19 -0.98 -3.52 -3.96
H20 -0.43 -4.77 -6.65
H21 -1.80 -4.81 -5.58
H22 -1.81 -3.74 -8.45
H23 -3.05 -3.30 -7.26
H24 -2.82 -5.00 -7.76
C15 5.33 -1.64 -0.13
C16 5.49 -1.52 -1.61
O7 4.41 -0.75 -2.14
C17 4.50 -0.60 -3.54
C18 3.50 0.45 -3.96
H25 6.18 -2.17 0.32
H26 5.30 -0.66 0.36
H27 4.42 -2.19 0.14
H28 6.44 -1.04 -1.87
H29 5.43 -2.52 -2.05
H30 5.51 -0.30 -3.84
H31 4.26 -1.56 -4.03
H32 3.70 1.38 -3.41
H33 2.48 0.14 -3.75
H34 3.56 0.70 -5.02
C19 -5.97 -1.86 3.42
C20 -5.32 -1.97 2.06
O8 -5.25 -3.33 1.68
C21 -4.50 -3.53 0.51
C22 -4.44 -4.99 0.19
H35 -5.45 -2.48 4.15
H36 -5.90 -0.82 3.75
H37 -7.03 -2.09 3.38
H38 -5.86 -1.39 1.29
H39 -4.31 -1.54 2.09
H40 -4.95 -3.00 -0.34
H41 -3.49 -3.10 0.60
H42 -3.79 -5.16 -0.67
H43 -5.44 -5.35 -0.06
H44 -4.04 -5.56 1.03
C23 -3.30 7.23 1.25
C24 -3.14 5.86 0.62
O9 -1.78 5.68 0.30
C25 -1.49 4.39 -0.18
C26 -0.10 4.36 -0.76
H45 -4.35 7.49 1.36
H46 -2.78 7.28 2.21
H47 -2.85 7.96 0.57
H48 -3.45 5.06 1.31
H49 -3.74 5.79 -0.30
H50 -1.59 3.61 0.59
H51 -2.22 4.08 -0.96
H52 0.62 4.77 -0.05
H53 -0.04 4.92 -1.70
H54 0.22 3.33 -0.94
C27 6.12 6.81 4.55
C28 5.74 6.59 3.09
O10 5.03 5.40 2.88
C29 3.67 5.47 3.30
C30 2.99 4.19 2.92
H55 6.24 5.85 5.06
H56 7.04 7.38 4.67
H57 5.32 7.31 5.11
H58 5.20 7.46 2.70
H59 6.65 6.49 2.49
H60 3.62 5.64 4.39
H61 3.18 6.35 2.86
H62 3.00 4.08 1.83
H63 1.93 4.22 3.21
H64 3.44 3.33 3.42
C31 -2.39 -0.78 5.04
C32 -2.98 0.60 4.83
O11 -3.41 0.71 3.48
C33 -3.85 2.02 3.16
C34 -4.18 2.11 1.68
H65 -1.93 -0.86 6.02
H66 -3.18 -1.53 4.96
H67 -1.65 -1.01 4.27
H68 -3.83 0.77 5.50
H69 -2.23 1.37 5.05
H70 -4.73 2.27 3.77
H71 -3.10 2.75 3.47
H72 -3.26 2.14 1.10
H73 -4.76 3.01 1.48
H74 -4.79 1.25 1.40

Computed properties:
* HOMO-LUMO gap: 8.18 eV
* SMILES: O=C1C=C(O)C(=O)C=C1O.CCOCC.CCOCC.CCOCC.CCOCC.CCOCC.CCOCC.CCOCC
* relative energy (zero: lowest compared OMol25 entry of this formula, charge and spin): 0.00 kJ/mol



The highest HOMO-LUMO gap belongs to which entry?
C34H74O11



Which value of HOMO-LUMO gap does entry 2 give?
8.18 eV



Which of these has the highest HOMO-LUMO gap?
C34H74O11



Which value of HOMO-LUMO gap does entry 1 give?
6.64 eV